Computed, not measured: the ion CH9N3PS with charge +1 in a non-equilibrium geometry, with ωB97M-V/def2-TZVPD.

Cartesian coordinates (Å):
H (2.43483, -1.24032, -0.00131)
H (-0.59590, 2.71678, -1.11462)
S (0.61678, -0.41389, -1.12367)
H (-2.93707, 0.98220, -1.78031)
H (1.53642, -2.31917, 1.88505)
H (-1.78118, -0.22472, -2.01596)
H (-0.61353, 2.85367, 0.57802)
H (0.44244, -1.27149, 2.12857)
P (-1.12975, 0.73442, -0.12634)
C (1.58515, -0.72173, 0.44814)
H (0.24765, -2.37582, 0.70869)
N (0.90792, -1.80382, 1.25363)
N (-1.99768, 0.72500, -1.57388)
N (-0.56248, 2.19563, -0.25660)
H (1.84640, 0.16325, 0.99058)

Values from the calculation:
Energy above the lowest of the compared OMol25 structures with the same formula, charge and spin: 270.3 kJ/mol
2S+1: 1
Charge: +1
LUMO level: -3.68 eV
Structure (SMILES): NP(N)SC[NH3+]